1.
Formula: C11H7N3O2S
Source: the OMol25 dataset
Level of theory: ωB97M-V with the def2-TZVPD basis set

Results
Structure (SMILES): O=c1[nH]c(=O)c2sc(-c3ccncc3)cc2[nH]1
ΔE to the lowest compared entry with this formula, charge and spin: 0.0 kcal per mole
Gap between HOMO and LUMO: 8.28 eV
E_LUMO: -0.7 eV

Atoms and positions in Å:
1 O -1.8712 -0.7737 4.9884
2 C -0.9332 -0.6245 4.2249
3 N 0.1884 -1.3497 4.3841
4 C 1.2076 -1.1692 3.5258
5 O 2.2777 -1.6978 3.7764
6 C 0.9954 -0.4242 2.3302
7 S 2.0303 -0.3120 0.9165
8 C 0.8257 0.7394 0.1038
9 C 0.9873 1.2089 -1.3182
10 C 2.2462 1.0406 -1.9481
11 C 2.4235 1.4519 -3.2641
12 N 1.4463 2.0660 -3.9416
13 C 0.2514 2.2207 -3.3568
14 C -0.0129 1.8615 -2.0477
15 C -0.2681 0.9091 0.8770
16 C -0.1554 0.2579 2.1727
17 N -1.1160 0.2141 3.1676
18 H 0.4184 -1.6362 5.3384
19 H 3.1153 0.6000 -1.4282
20 H 3.3661 1.2841 -3.7531
21 H -0.5550 2.6883 -3.9271
22 H -1.0070 2.0103 -1.6695
23 H -1.1231 1.4793 0.5095
24 H -2.0374 0.6554 3.0391

=====

2.
Formula: C3H9NO2
Source: the OMol25 dataset
Level of theory: ωB97M-V with the def2-TZVPD basis set

Results
Structure (SMILES): CCNC=O.O
ΔE to the lowest compared entry with this formula, charge and spin: 28.1 kcal per mole
Gap between HOMO and LUMO: 10.61 eV
E_LUMO: 0.8 eV

Atoms and positions in Å:
1 C 2.0381 0.1839 1.6020
2 C 1.3745 -0.5927 0.4841
3 N 1.3956 0.0626 -0.8308
4 C 0.2979 0.7963 -1.2363
5 O 0.3670 1.5564 -2.1783
6 H 2.9518 0.7341 1.3683
7 H 2.4583 -0.5076 2.3518
8 H 1.3606 0.8202 2.1677
9 H 1.8337 -1.5750 0.3557
10 H 0.3307 -0.7627 0.7570
11 H 2.2521 0.5614 -0.9698
12 H -0.7123 0.4862 -0.9238
13 O -5.1352 -0.5340 -0.6028
14 H -5.6782 -1.2759 -0.9473
15 H -5.1347 0.0468 -1.3974

=====

3.
Formula: C6H11N3O
Source: the OMol25 dataset
Level of theory: ωB97M-V with the def2-TZVPD basis set

Results
ΔE to the lowest compared entry with this formula, charge and spin: 236.3 kcal per mole
Gap between HOMO and LUMO: 8.29 eV
E_LUMO: 0.1 eV

Atoms and positions in Å:
1 C -1.6415 2.1540 -0.2446
2 C -0.5549 1.1524 -0.1795
3 C 0.7319 -0.7754 0.0111
4 C 1.7876 -2.0538 -0.1303
5 C -0.5023 -0.3193 -0.3566
6 C -1.8365 -1.1530 -0.5162
7 H -2.4248 1.7126 0.2716
8 H -1.0861 2.9910 -0.0045
9 H -1.9002 2.3983 -1.3340
10 H 3.0388 1.6762 0.3633
11 H 1.1242 -3.0624 -0.4607
12 H 2.2556 -1.8897 0.9210
13 H 2.6576 -1.8313 -0.9811
14 H -2.3809 -0.7269 -1.3488
15 H -1.7233 -2.1414 -0.9981
16 H -3.3270 -2.1749 1.0213
17 H -1.8098 -0.6215 1.5270
18 N 0.7565 1.5946 0.3587
19 N 1.3700 0.4416 0.2556
20 N -2.7669 -1.0984 0.7208
21 O 2.7690 0.3846 0.0218

=====

4.
Formula: C5H6O2
Source: the OMol25 dataset
Level of theory: ωB97M-V with the def2-TZVPD basis set

Results
Structure (SMILES): O=C1CO[C@H]2C[C@@H]12
ΔE to the lowest compared entry with this formula, charge and spin: 53.2 kcal per mole
Gap between HOMO and LUMO: 10.54 eV
E_LUMO: 0.8 eV

Atoms and positions in Å:
1 O -1.1077 -0.5159 1.9878
2 C -0.6788 -0.4656 0.8642
3 C -1.5443 -0.3697 -0.4037
4 O -0.6558 -0.1067 -1.4684
5 C 0.6221 0.0860 -0.9430
6 C 1.1354 1.0229 0.2483
7 C 0.7847 -0.4277 0.4266
8 H -2.2976 0.4244 -0.3584
9 H -2.0672 -1.3260 -0.5578
10 H 1.3506 -0.0911 -1.7336
11 H 0.8090 1.6209 1.1104
12 H 2.1602 1.2999 0.0191
13 H 1.4895 -1.1514 0.8085

=====

5.
Formula: C24H42AsCrN9O3
Source: the OMol25 dataset
Level of theory: ωB97M-V with the def2-TZVPD basis set

Results
Spin multiplicity: 4
⟨S²⟩: 3.84
Total charge: +1
ΔE to the lowest compared entry with this formula, charge and spin: 0.0 kcal per mole
Gap between HOMO and LUMO (alpha / beta): 7.79 / 7.61 eV
E_LUMO (alpha / beta): -2.4 / -2.4 eV

Atoms and positions in Å:
1 Cr 0.9274 0.2527 -0.3793
2 N 0.5000 2.0939 0.8311
3 C -0.1456 3.1111 -0.0096
4 C -1.2973 3.8649 0.6632
5 C -2.3909 2.9837 1.2660
6 C -3.1102 2.0175 0.3285
7 N -3.7839 2.7074 -0.7726
8 C -3.8617 2.3123 -2.0365
9 N -3.2350 1.2162 -2.4720
10 N -4.6719 2.9771 -2.8715
11 C -0.6394 2.4852 -1.3214
12 O -1.1068 3.2163 -2.1794
13 O -0.5312 1.1949 -1.4352
14 H -0.1700 1.6211 1.4320
15 H 1.2159 2.4960 1.4264
16 H 0.6094 3.8472 -0.2915
17 H -1.7139 4.5436 -0.0828
18 H -0.8918 4.4853 1.4654
19 H -3.1274 3.6325 1.7483
20 H -1.9849 2.3713 2.0773
21 H -3.8609 1.4701 0.9031
22 H -2.4151 1.2860 -0.0771
23 H -4.2578 3.5656 -0.5389
24 H -2.2930 1.0299 -2.1117
25 H -3.3135 1.0285 -3.4594
26 H -5.1726 3.7915 -2.5615
27 H -4.5548 2.8735 -3.8645
28 N 5.5574 2.3079 2.4167
29 C 5.0644 1.2772 2.2418
30 N 4.5229 0.0810 2.0496
31 C 3.4821 -0.0385 1.3446
32 N 2.5121 -0.2259 0.7104
33 C 0.7947 -1.4176 -1.6118
34 C 1.2922 -2.6667 -0.9722
35 C 0.4156 -3.6346 -0.4796
36 C 0.8821 -4.7923 0.1306
37 C 2.2431 -5.0104 0.2712
38 C 3.1315 -4.0643 -0.2245
39 C 2.6609 -2.9169 -0.8380
40 H -0.2700 -1.4847 -1.8472
41 H 1.3280 -1.2115 -2.5441
42 H -0.6501 -3.4962 -0.6143
43 H 0.1804 -5.5429 0.4747
44 H 2.6094 -5.9124 0.7429
45 H 4.1982 -4.2256 -0.1353
46 H 3.3693 -2.1903 -1.2150
47 C 4.1734 0.2746 -2.4086
48 As 2.6614 1.3584 -1.8784
49 C 3.5646 2.8681 -1.0560
50 C 2.0982 2.0889 -3.5844
51 H 4.8493 0.8827 -3.0085
52 H 3.8359 -0.5789 -2.9934
53 H 4.6943 -0.0783 -1.5202
54 H 4.2528 3.3179 -1.7703
55 H 4.1247 2.5381 -0.1815
56 H 2.8412 3.6192 -0.7416
57 H 2.9473 2.5723 -4.0657
58 H 1.2899 2.8054 -3.4499
59 H 1.7380 1.2765 -4.2142
60 C 0.6551 -1.1125 3.3244
61 N -0.5066 -1.7933 2.7750
62 C -1.1290 -2.7890 3.6414
63 C -1.9032 -3.7923 2.8178
64 C -2.8797 -3.0473 1.9353
65 N -2.1922 -2.0000 1.1859
66 C -2.7998 -1.6202 -0.0742
67 C -1.0457 -1.4143 1.6047
68 O -0.5297 -0.4951 0.9094
69 H 1.3860 -1.8538 3.6466
70 H 0.3696 -0.5046 4.1873
71 H 1.1144 -0.4905 2.5673
72 H -1.7832 -2.2935 4.3677
73 H -0.3320 -3.2776 4.2009
74 H -2.4353 -4.4857 3.4675
75 H -1.2106 -4.3648 2.2006
76 H -3.6891 -2.6097 2.5295
77 H -3.3368 -3.7230 1.2109
78 H -2.9022 -2.4963 -0.7188
79 H -2.1724 -0.8917 -0.5744
80 H -3.7956 -1.1998 0.0910

=====

6.
Formula: C6H15NO3P
Source: the OMol25 dataset
Level of theory: ωB97M-V with the def2-TZVPD basis set

Results
Spin multiplicity: 3
⟨S²⟩: 2.01
Total charge: -1
Gap between HOMO and LUMO (alpha / beta): 6.86 / 7.69 eV
E_LUMO (alpha / beta): 3.6 / 2.3 eV

Atoms and positions in Å:
1 C 0.9076 1.6647 -0.7604
2 C 0.2379 1.1151 1.5086
3 C 2.0921 -0.2227 0.3082
4 C -0.1170 -0.8726 -1.7417
5 C 0.7542 0.5347 0.1568
6 C -0.3806 -0.2929 -0.3722
7 N 0.0486 -2.3987 0.9105
8 O -2.4179 1.5524 -0.4611
9 O -2.9785 -0.9637 -0.6139
10 O -2.2654 -0.0881 1.6095
11 P -2.1094 0.2660 0.1729
12 H 1.1037 1.2961 -1.7692
13 H 1.8807 2.2408 -0.5185
14 H 0.1002 2.3328 -0.7934
15 H 0.3917 0.4479 2.2844
16 H 0.7705 2.0331 1.5535
17 H -0.8112 1.2657 1.5277
18 H 2.8460 0.2640 0.8089
19 H 2.5591 -0.5095 -0.6457
20 H 1.8968 -1.1658 0.9499
21 H 0.7504 -0.3192 -2.0556
22 H -0.0591 -1.9136 -1.8829
23 H -0.9696 -0.5733 -2.4471
24 H -3.1816 -1.4502 0.1676
25 H -0.2608 -1.8874 1.7129
26 H -0.7885 -2.3554 0.3904

=====

7.
Formula: C2H7NO
Source: the OMol25 dataset
Level of theory: ωB97M-V with the def2-TZVPD basis set

Results
Spin multiplicity: 2
⟨S²⟩: 0.76
Total charge: +1
ΔE to the lowest compared entry with this formula, charge and spin: 27.2 kcal per mole
Gap between HOMO and LUMO (alpha / beta): 12.42 / 7.12 eV
E_LUMO (alpha / beta): -3.7 / -8.9 eV

Atoms and positions in Å:
1 C -0.4802 -0.6262 0.1088
2 O -1.7491 -0.0252 0.1346
3 C 0.4585 0.6050 -0.2997
4 N 1.7838 0.2096 -0.0386
5 H -0.3620 -1.3954 -0.6611
6 H -0.0453 -0.9477 1.0615
7 H -2.2516 -0.6558 0.6647
8 H 0.0716 1.4371 0.2972
9 H 0.2007 0.7961 -1.3446
10 H 2.0939 -0.6398 -0.5220
11 H 2.0740 0.1086 0.9388

=====

8.
Formula: C5H4N2O2
Source: the OMol25 dataset
Level of theory: ωB97M-V with the def2-TZVPD basis set

Results
Structure (SMILES): C=C[C@]1(C#N)OC=NO1
ΔE to the lowest compared entry with this formula, charge and spin: 111.8 kcal per mole
Gap between HOMO and LUMO: 10.40 eV
E_LUMO: 0.0 eV

Atoms and positions in Å:
1 C -1.4495 0.8304 1.6663
2 C -1.0995 0.1840 0.4454
3 C 0.3019 -0.1505 0.0022
4 C 1.3938 -0.2854 1.0504
5 N 2.0332 -0.5772 2.0523
6 O 0.7528 0.7908 -1.0508
7 C 0.9601 -0.0558 -2.2117
8 N 0.7140 -1.2854 -2.0628
9 O 0.3871 -1.4745 -0.6689
10 H -2.5549 0.9756 1.8373
11 H -0.7923 0.8377 2.5003
12 H -1.8472 -0.1744 -0.3876
13 H 1.2005 0.3848 -3.1724

=====

For the records above, the corresponding energy values read -30921.9187, -8841.7366, -12908.7999, -9374.7890, -134381.3188, -23386.0950, -5715.3313, -12320.2276 eV.